Density functional theory data (wB97M-V/def2-TZVPD) for 6 unconnected molecules or ions with the total composition H12O5S2.

XYZ file:
```
19
Properties=species:S:1:pos:R:3:forces:R:3
S 2.979 0.305 0.315 -0.1648 -0.1183 -0.2880
S 3.398 -0.819 -1.401 0.0743 1.1330 -0.1561
H 3.797 1.358 0.126 0.1503 -0.2499 -0.0638
H 2.953 0.109 -2.318 0.0077 -0.7982 0.5562
H -1.111 3.079 -0.201 0.0184 -0.5198 0.2905
H -0.902 1.619 0.396 -0.2673 0.3284 0.1219
O -0.767 2.191 -0.366 0.2862 0.1451 -0.4928
H -2.091 -0.576 0.782 0.9668 -0.1573 2.4432
H -3.562 -0.766 0.264 1.7696 0.2974 -0.0156
O -2.617 -0.572 0.027 -2.7746 -0.1642 -2.4469
H -0.816 -0.548 2.966 4.0144 -2.8719 0.5197
H -1.739 0.306 3.727 0.2259 -0.9237 -3.3362
O -1.535 -0.061 2.759 -4.1090 3.7724 2.7208
H -0.566 -0.299 -2.567 -1.7296 -0.9093 -0.8968
H -0.010 0.826 -1.854 -0.5508 2.6118 1.3107
O 0.226 0.004 -2.193 2.1552 -1.6926 -0.2004
H 0.295 -1.519 -0.469 0.0741 -0.0638 -0.0515
H 1.506 -2.421 -0.144 -1.9950 0.4500 0.5591
O 0.563 -2.214 0.153 1.8481 -0.2689 -0.5739
```
Positions in Å, forces in eV/Å.

Values from the calculation:
Energy above the lowest of the compared OMol25 structures with the same formula, charge and spin: 1.172 eV
HOMO level: -8.938 eV
E_tot: -1179.7343 Ha
Orbital gap: 0.3359 Ha
SMILES string: SS.O.O.O.O.O

Density functional theory data (wB97M-V/def2-TZVPD) for C5H8O in the gas phase.

XYZ file:
```
14
Properties=species:S:1:pos:R:3:forces:R:3
C 1.743 0.005 0.089 -0.3737 -0.0674 -0.2236
C 0.347 -0.581 0.391 -0.3024 -0.2820 0.1822
C -0.614 0.207 1.144 0.1144 0.1179 0.5119
C -1.307 -0.171 -0.129 0.6674 -0.1933 -0.2774
C -1.131 0.388 -1.450 0.4517 0.3578 -0.2032
O -0.046 0.701 -1.903 -0.4078 0.6297 -0.4873
H 1.790 1.099 0.134 -0.3018 -0.2783 -0.1085
H 2.414 -0.365 0.893 -0.4785 0.0011 -0.2323
H 2.192 -0.308 -0.855 -0.2732 -0.0242 0.0127
H 0.368 -1.657 0.461 -0.1512 -0.1066 0.6259
H -0.391 1.253 1.317 0.1511 -0.0054 0.1063
H -1.063 -0.315 1.978 -0.2249 0.2966 0.1858
H -2.275 -0.689 0.032 1.1234 -0.4252 -0.2544
H -2.028 0.432 -2.103 0.0055 -0.0207 0.1620
```
Positions in Å, forces in eV/Å.

Values from the calculation:
Energy above the lowest of the compared OMol25 structures with the same formula, charge and spin: 2.654 eV
HOMO level: -8.939 eV
E_tot: -270.4604 Ha
Orbital gap: 0.3590 Ha
SMILES string: C[C@H]1C[C@H]1C=O

Density functional theory data (wB97M-V/def2-TZVPD) for C4H12BN in the gas phase.

XYZ file:
```
18
Properties=species:S:1:pos:R:3:forces:R:3
B -2.319 -0.122 0.217 0.6789 1.3061 0.3759
C 0.215 1.320 0.573 0.3556 1.5982 -1.2897
C 1.087 -0.960 0.830 1.2966 1.2412 -0.4845
C 0.831 -0.024 -1.527 -2.6925 1.1823 -1.0573
C 0.237 -0.089 -0.148 0.3294 1.7275 3.6169
N -1.104 -0.632 -0.150 0.4169 -1.4402 -0.6835
H -3.285 -0.745 -0.085 -0.2265 0.1423 0.4782
H -2.063 0.938 0.761 -1.6414 -0.3139 -0.2218
H 0.038 1.353 1.652 -0.1505 -0.7233 -0.1025
H 1.212 1.872 0.472 -1.2066 -0.8784 -0.2823
H -0.605 1.983 0.152 1.2620 -0.6541 0.2074
H 2.089 -0.496 0.944 -0.3820 0.1569 -0.2149
H 1.391 -1.901 0.332 -0.9121 -0.2680 0.9827
H 0.680 -0.839 1.871 0.0369 -1.2522 -1.1471
H 0.589 -1.020 -1.915 0.6716 0.1868 -0.6034
H 0.204 0.780 -2.189 1.7839 -1.8647 1.5124
H 1.877 0.199 -1.428 0.4156 0.0682 -0.5174
H -1.074 -1.617 -0.363 -0.0356 -0.2147 -0.5690
```
Positions in Å, forces in eV/Å.

Values from the calculation:
Energy above the lowest of the compared OMol25 structures with the same formula, charge and spin: 1.266 eV
HOMO level: -10.001 eV
E_tot: -239.1899 Ha
Orbital gap: 0.3959 Ha
SMILES string: BNC(C)(C)C

Density functional theory data (wB97M-V/def2-TZVPD) for 3 unconnected molecules or ions with the total composition C23H44BF2O4.

XYZ file:
```
74
Properties=species:S:1:pos:R:3:forces:R:3
C -1.083 1.478 6.081 -0.0645 -0.1394 0.1619
C -1.965 0.756 5.069 0.4908 -0.0572 0.0460
O -2.219 1.599 3.980 -0.3891 0.1239 0.0145
C -2.989 0.954 2.958 0.7490 0.0287 0.0346
C -2.106 0.140 1.996 -0.6530 0.5146 0.1822
O -1.930 0.839 0.804 0.1773 -0.1688 -0.1107
B -0.568 0.760 0.184 0.4895 0.3994 0.1312
C 0.019 -0.759 0.063 -0.6716 -0.5099 -0.0952
C -0.966 -1.766 -0.582 0.6657 -0.0462 0.2028
C -0.262 -2.941 -1.251 -0.1466 -0.0494 0.2952
F -0.721 -3.154 -2.564 -0.1646 -0.0824 -0.2758
C -0.744 1.500 -1.310 0.2923 -0.3412 -0.1703
C 0.357 1.283 -2.304 0.3035 -0.0517 -0.3946
C 0.397 0.100 -3.068 0.2145 0.3057 0.0455
C 1.400 -0.174 -3.992 -0.2460 0.2980 0.3861
C 2.422 0.747 -4.199 -0.4197 -0.0311 0.3047
C 2.389 1.942 -3.483 -0.2148 -0.5077 -0.0663
C 1.378 2.226 -2.552 0.2478 -0.1054 -0.1831
C 1.424 3.569 -1.870 -0.0207 -0.0929 -0.0249
C 0.533 1.659 1.032 -0.6038 0.0273 -0.7043
C -0.001 2.994 1.522 0.2245 -0.1859 0.3595
F 1.080 0.968 2.166 0.3012 -0.0791 0.2757
H -0.678 2.390 5.655 -0.0335 0.1111 -0.1144
H -1.639 1.718 6.985 -0.0296 0.2019 0.0575
H -0.244 0.856 6.378 0.1261 -0.0823 0.0349
H -1.445 -0.147 4.733 -0.0690 -0.1313 -0.0986
H -2.901 0.443 5.543 -0.1777 -0.0746 -0.0464
H -3.439 1.766 2.399 -0.2818 -0.0079 -0.1700
H -3.747 0.318 3.424 -0.1912 0.0532 0.0768
H -2.619 -0.813 1.810 0.1567 -0.2417 -0.0362
H -1.164 -0.035 2.518 0.1615 -0.2317 -0.0142
H 0.259 -1.168 1.048 0.1528 0.1309 0.1805
H 0.958 -0.796 -0.492 0.1295 0.2325 -0.1208
H -1.615 -1.281 -1.306 -0.1319 0.0129 -0.1153
H -1.587 -2.183 0.206 -0.3991 0.1304 0.0031
H 0.814 -2.797 -1.306 0.1175 0.1372 -0.1740
H -0.451 -3.870 -0.713 0.0051 -0.1493 -0.0178
H -0.894 2.573 -1.198 -0.2013 0.0922 0.2081
H -1.660 1.094 -1.744 -0.1605 -0.0069 0.0330
H -0.389 -0.625 -2.928 -0.0783 -0.0698 -0.0072
H 1.354 -1.107 -4.533 0.1149 -0.1040 -0.1238
H 3.203 0.518 -4.909 0.1605 0.1620 -0.0551
H 3.173 2.666 -3.657 0.0375 0.1774 0.0492
H 0.435 4.015 -1.803 -0.0899 0.1023 0.0044
H 2.076 4.245 -2.418 0.0329 0.1072 -0.1224
H 1.816 3.515 -0.857 -0.0199 -0.1050 0.1864
H 1.380 1.815 0.362 0.3233 -0.0377 0.0656
H -0.912 3.262 1.000 -0.0935 0.1198 -0.1777
H -0.268 2.882 2.573 -0.0924 0.0175 0.0668
H 0.733 3.797 1.447 0.0117 0.1649 -0.0054
C -3.120 -4.592 -5.833 -0.0476 -0.1256 -0.0043
C -4.127 -3.706 -5.112 0.3958 0.1550 0.0250
C -3.792 -2.231 -5.283 -0.0934 0.0531 0.0324
O -4.180 -4.042 -3.730 -0.1216 -0.1084 0.0016
H -2.120 -4.439 -5.421 0.0039 0.0742 -0.0181
H -3.374 -5.644 -5.701 -0.0319 0.0101 -0.0125
H -3.091 -4.371 -6.902 0.0107 0.0133 0.0048
H -5.128 -3.901 -5.501 -0.0461 -0.0327 0.0708
H -2.810 -2.013 -4.855 0.0339 -0.0357 -0.0409
H -4.521 -1.611 -4.762 -0.0195 -0.0159 -0.0146
H -3.780 -1.946 -6.337 0.0164 -0.0044 0.0019
H -3.308 -3.875 -3.350 0.0076 0.0552 0.0244
C 4.946 -0.705 3.117 0.0752 -0.0324 -0.0756
C 5.207 0.673 3.707 -0.4072 -0.1566 -0.0057
C 4.426 0.881 4.997 0.0383 0.0950 0.0657
O 4.877 1.684 2.762 0.1220 0.0952 -0.0018
H 3.886 -0.817 2.872 -0.0230 0.0143 0.0585
H 5.511 -0.839 2.195 0.0259 0.0108 0.0175
H 5.225 -1.496 3.817 -0.0118 0.0043 0.0058
H 6.275 0.790 3.904 0.0242 0.0697 -0.0497
H 3.353 0.812 4.804 0.0016 -0.0651 -0.0296
H 4.624 1.872 5.407 0.0336 -0.0086 -0.0031
H 4.692 0.133 5.748 -0.0084 -0.0085 -0.0082
H 3.935 1.609 2.560 -0.0205 -0.0170 -0.0260
```
Positions in Å, forces in eV/Å.

Values from the calculation:
Energy above the lowest of the compared OMol25 structures with the same formula, charge and spin: 0.000 eV
HOMO level: -4.760 eV
Charge: -1
E_tot: -1428.3866 Ha
Orbital gap: 0.2797 Ha

Question: Which of these has the lowest HOMO level?
Answer: C4H12BN